# 1
ORCA calculation (the ωB97M-V functional and the def2-TZVPD basis) on a molecular structure, C20H19N5O5SV.

2S+1 = 3
Total energy = -2765.4243 a.u.
E_HOMO (alpha / beta) = -0.3843 / -0.3838 Eh
Orbital gap (alpha / beta) = 5.0 / 5.2 eV
Charge = +1
E_LUMO (alpha / beta) = -5.49 / -5.27 eV
⟨S²⟩ = 2.0277

Geometry (Å):
V1 0.08454 0.08980 -0.41691
S1 3.35753 -0.17306 0.48688
O1 2.97296 -1.72513 1.09462
O2 4.74296 0.06710 0.69973
O3 -5.56744 3.31883 1.71011
O4 -4.08159 5.17038 1.57410
O5 2.45443 0.81227 1.07501
N1 1.61466 -3.50741 0.83507
N2 -1.54379 -0.73278 -1.00732
N3 0.70891 -1.34702 0.54204
N4 0.73968 2.10303 -0.83323
N5 -1.15599 1.24720 0.57065
C1 -2.47620 0.82371 0.51675
C2 2.78202 -4.33257 0.62025
C3 -2.42330 -2.92463 -1.32752
C4 -3.66144 -1.35519 -0.01832
C5 2.57654 3.56252 -1.27180
C6 -3.57898 -2.62357 -0.59622
C7 -4.43937 3.92342 1.54565
C8 1.67065 -2.13176 0.78944
C9 -2.02548 3.47723 0.98369
C10 -3.51607 1.68903 0.85701
C11 3.21863 -0.58796 -1.19715
C12 2.19627 4.46356 -0.26451
C13 0.96284 4.24006 0.33598
C14 0.40149 -4.20030 0.47601
C15 -1.44859 -1.98597 -1.54200
C16 -3.32411 3.02147 1.19730
C17 1.81939 2.44105 -1.56935
C18 -2.61274 -0.44658 -0.14246
C19 0.27953 3.03722 0.10835
C20 -0.97240 2.61068 0.68728
H1 2.59286 -5.31590 1.09091
H2 0.34642 -5.09794 1.11249
H3 -0.51288 -2.25361 -2.05332
H4 -0.45168 -3.57517 0.68374
H5 -4.54525 -1.05083 0.55020
H6 0.42819 -4.51201 -0.59572
H7 -4.36442 -3.35090 -0.45940
H8 -1.83779 4.55141 1.07073
H9 3.28531 0.32035 -1.79379
H10 0.53750 4.97257 1.00009
H11 -2.24648 -3.93466 -1.69489
H12 2.15026 1.76623 -2.35815
H13 -4.52991 1.25458 0.81789
H14 2.94518 -4.49441 -0.45534
H15 3.65250 -3.85670 1.07639
H16 3.53584 3.64300 -1.78398
H17 4.10785 -1.20612 -1.39899
H18 2.86085 5.24209 0.06934
H19 2.29010 -1.12666 -1.39733



# 2
ORCA calculation (the ωB97M-V functional and the def2-TZVPD basis) on a single C20H19N9O molecule.

Total energy = -1341.5601 a.u.
E_HOMO = -0.2913 Eh
Orbital gap = 8.1 eV
Charge = 0
ΔE to the lowest compared entry with this formula, charge and spin = 0.000 eV
Structure (SMILES) = Cn1nc(-c2cnc(N)c(-c3cnn(C(N)=O)c3)n2)nc1C1(c2ccccc2)CC1
E_LUMO = 0.13 eV

Geometry (Å):
O1 0.93753 5.08552 -6.55047
N1 3.00823 3.65298 -4.92722
N2 3.70548 0.49627 -0.17106
N3 -1.17951 0.55403 0.01052
N4 4.95399 1.66379 -1.55501
N5 -0.62666 4.21761 -5.36868
N6 1.29644 1.33340 -1.38692
N7 0.06314 -0.61101 1.50724
N8 1.64552 3.74400 -4.74718
N9 -1.96849 -0.11992 0.87694
C1 -3.21205 0.92915 6.17126
C2 2.52024 0.19572 0.34172
C3 -0.80711 -2.72627 3.42872
C4 1.31390 0.57688 -0.24829
C5 -1.70527 -1.56842 2.98204
C6 3.68449 1.25610 -1.26873
C7 -2.14255 -2.98989 2.68999
C8 -2.24924 -0.71547 4.12181
C9 0.69285 4.42458 -5.57509
C10 2.39252 2.49918 -3.11459
C11 -3.55690 -0.87383 4.62825
C12 -1.17335 -0.76675 1.82150
C13 0.03373 0.17660 0.38191
C14 1.24479 3.04986 -3.59812
C15 3.48926 2.91576 -3.97239
C16 -3.43681 -0.01800 0.87669
C17 -1.44316 0.28393 4.64553
C18 -1.90123 1.08780 5.72924
C19 -4.03699 -0.06430 5.61260
C20 2.47185 1.65042 -1.93161
H1 4.52980 2.59207 -3.82529
H2 0.11634 -2.87276 2.86195
H3 -4.18635 -1.66686 4.23007
H4 -0.42842 0.47393 4.30713
H5 0.27115 2.94732 -3.16060
H6 -3.77889 0.15421 -0.13859
H7 -2.94367 -3.40941 3.30089
H8 -0.69154 -2.94806 4.50249
H9 -3.71033 0.86922 1.40735
H10 5.59882 1.37096 -0.81413
H11 -3.57673 1.49701 7.01602
H12 -2.06695 -3.40748 1.66304
H13 -3.90018 -0.89415 1.35474
H14 -0.91799 3.28829 -5.11138
H15 -1.27037 1.81630 6.18024
H16 -1.13012 4.63673 -6.17199
H17 -5.05736 -0.24292 5.99958
H18 2.51985 -0.32683 1.26940
H19 5.04503 2.62865 -1.81923



# 3
ORCA calculation (the ωB97M-V functional and the def2-TZVPD basis) on a molecular structure, C20H20AsCl3CrN3O2S.

2S+1 = 2
Total energy = -6147.4772 a.u.
E_HOMO (alpha / beta) = -0.5542 / -0.5460 Eh
Orbital gap (alpha / beta) = 7.9 / 8.1 eV
Charge = +2
ΔE to the lowest compared entry with this formula, charge and spin = 0.000 eV
E_LUMO (alpha / beta) = -7.19 / -6.80 eV
⟨S²⟩ = 0.7620

Geometry (Å):
As1 0.07271 -0.22572 4.39569
Cr1 0.01904 -0.12026 0.64303
Cl1 -0.80714 -3.93359 -2.14759
Cl2 1.81091 -4.12660 -0.89835
Cl3 -0.57384 -4.89372 0.56237
S1 0.03417 1.04583 2.64534
O1 0.02474 -2.10250 1.10806
O2 0.02539 -1.38267 -0.93572
N1 0.02755 1.67302 -0.20253
N2 -1.96777 0.16325 0.25663
N3 2.00900 0.14823 0.25996
C1 -4.24723 -0.49970 0.16472
C2 0.69836 -2.00164 4.10405
C3 -2.92022 -0.75843 0.44214
C4 -3.60597 1.70334 -0.52408
C5 4.28622 -0.52398 0.18261
C6 -2.29809 1.38218 -0.23011
C7 -4.59310 0.74952 -0.32213
C8 -1.16753 3.55990 -0.96738
C9 1.23781 3.54967 -0.96877
C10 0.08157 -3.80230 -0.64712
C11 2.34970 1.36320 -0.23122
C12 1.19673 2.25931 -0.47248
C13 -1.68030 -0.29563 5.14762
C14 -1.13722 2.27008 -0.47017
C15 0.03810 4.20625 -1.19806
C16 2.95647 -0.77644 0.45491
C17 0.02704 -2.35390 -0.13824
C18 1.20846 0.62570 5.66856
C19 4.64128 0.71895 -0.31111
C20 3.65952 1.67615 -0.52312
H1 -5.62444 0.98090 -0.55368
H2 2.62815 -1.73352 0.83874
H3 2.23719 0.58576 5.31930
H4 -4.98818 -1.26987 0.32421
H5 1.11331 0.11222 6.62389
H6 -2.10469 4.05382 -1.17926
H7 0.67303 -2.52353 5.06036
H8 1.71771 -1.95860 3.72823
H9 -3.85546 2.67824 -0.91782
H10 5.02281 -1.29646 0.35129
H11 0.06551 -2.49782 3.37850
H12 3.91569 2.64706 -0.92209
H13 5.67478 0.94335 -0.53968
H14 0.89066 1.66146 5.76634
H15 -2.59696 -1.71708 0.82764
H16 -1.61680 -0.71591 6.14998
H17 0.04256 5.21900 -1.57759
H18 -2.32250 -0.91206 4.52327
H19 2.17919 4.03566 -1.18021
H20 -2.06731 0.71987 5.19045